Molecular formula: C25H32ClN9O6SSeSiSr
Method: DFT, the ωB97M-V functional and the def2-TZVPD basis

For the HOMO energy, the calculation gives -2.498 eV. The relative energy (zero: lowest compared OMol25 entry of this formula, charge and spin) comes out at 43.8 kcal per mole. The charge is -2. For the frontier orbital gap, the calculation gives 6.622 eV.

```
77
C25H32ClN9O6SSeSiSr (the ωB97M-V functional and the def2-TZVPD basis)
Sr -0.22 -0.61 -1.18
O -4.61 2.15 1.70
C -3.50 2.78 2.03
O -3.50 3.66 2.87
C -2.25 2.37 1.35
C -0.99 2.88 1.61
N -0.14 2.28 0.76
N -0.76 1.43 -0.03
C -2.03 1.44 0.29
C -2.95 0.52 -0.46
O -4.17 0.56 -0.21
O -2.42 -0.22 -1.30
H -4.47 1.48 0.91
H -0.68 3.62 2.33
H 0.86 2.38 0.70
C 1.35 1.71 7.66
C 1.27 2.31 6.26
N 1.54 1.37 5.19
C 0.44 0.66 4.58
C 0.05 -0.60 5.35
C 2.83 1.16 4.85
O 3.76 1.65 5.49
C 3.04 0.39 3.59
C 3.06 -1.00 3.51
C 3.21 -1.58 2.26
C 3.32 -0.76 1.14
N 3.33 0.56 1.22
C 3.21 1.11 2.41
H 1.18 2.48 8.40
H 2.34 1.29 7.82
H 0.61 0.92 7.80
H 2.02 3.10 6.18
H 0.28 2.74 6.09
H 0.71 0.37 3.56
H -0.42 1.34 4.51
H 0.95 -1.11 5.69
H -0.48 -1.26 4.67
H -0.57 -0.38 6.21
H 2.96 -1.60 4.39
H 3.19 -2.65 2.14
H 3.40 -1.17 0.15
H 3.22 2.20 2.45
C -3.10 0.75 -4.43
N -1.73 0.91 -4.83
C -0.92 -0.06 -5.38
C 0.34 0.43 -5.43
N 0.30 1.70 -4.92
C -0.96 1.99 -4.51
S -1.51 3.42 -3.89
H -3.52 -0.12 -4.94
H -3.66 1.64 -4.70
H -3.17 0.61 -3.35
H -1.31 -1.01 -5.68
H 1.24 -0.02 -5.78
H 1.11 2.26 -4.69
Cl 0.17 -1.15 1.46
O 1.17 0.77 -2.14
N 2.28 0.31 -1.68
C 3.39 0.67 -2.29
C 4.66 0.27 -1.85
N 5.75 -0.01 -1.58
C 3.42 1.51 -3.42
N 3.36 2.19 -4.35
C -1.83 -3.61 -5.74
Si -1.41 -3.76 -3.87
C -1.08 -5.63 -3.64
C -2.94 -3.23 -2.86
Se 0.46 -2.64 -3.35
H -2.26 -4.54 -6.12
H -0.93 -3.39 -6.31
H -2.56 -2.83 -5.95
H -1.93 -6.25 -3.92
H -0.83 -5.85 -2.61
H -0.23 -5.92 -4.25
H -3.86 -3.63 -3.28
H -3.03 -2.15 -2.82
H -2.86 -3.58 -1.84
```

Mulliken atomic charge list, values in e, 2 entries: number 1, Sr, carries 1.921; number 2, O, carries -0.600

Molecular formula: C43H75FN15OP
Method: DFT, the ωB97M-V functional and the def2-TZVPD basis

For the HOMO energy, the calculation gives -7.789 eV. For the frontier orbital gap, the calculation gives 8.055 eV.

```
136
C43H75FN15OP (the ωB97M-V functional and the def2-TZVPD basis)
C -2.11 -3.00 2.34
O -2.93 -2.98 1.17
C -2.26 -3.50 0.03
C -1.19 -2.53 -0.50
C -1.76 -1.11 -0.69
C -1.20 -0.42 -1.94
C 0.19 0.20 -1.72
C 1.36 -0.67 -2.19
C 2.63 0.20 -2.28
C 3.94 -0.59 -2.10
C 4.50 -0.54 -0.68
P 5.02 1.23 -0.12
C 5.55 2.98 0.48
C 6.99 3.04 1.00
C 7.76 4.31 0.60
F 9.03 3.97 0.09
H -1.06 -3.18 2.11
H -2.20 -2.04 2.85
H -2.46 -3.77 3.02
H -1.79 -4.46 0.27
H -3.02 -3.61 -0.75
H -0.36 -2.51 0.21
H -0.86 -2.89 -1.47
H -1.52 -0.49 0.18
H -2.84 -1.14 -0.78
H -1.22 -1.08 -2.80
H -1.89 0.41 -2.15
H 0.33 0.41 -0.67
H 0.25 1.12 -2.30
H 1.55 -1.51 -1.53
H 1.13 -1.06 -3.19
H 2.63 0.70 -3.25
H 2.55 0.95 -1.49
H 4.70 -0.15 -2.76
H 3.83 -1.62 -2.44
H 3.78 -0.98 0.03
H 5.42 -1.13 -0.68
H 4.62 1.75 -1.38
H 6.36 0.77 0.04
H 4.06 1.17 0.94
H 5.42 3.72 -0.32
H 4.88 3.27 1.28
H 6.97 3.03 2.08
H 7.61 2.20 0.67
H 7.23 4.87 -0.17
H 7.90 4.96 1.46
C 7.08 8.52 2.83
C 6.38 7.39 2.24
N 5.82 6.49 1.78
H 6.36 9.23 3.24
H 7.74 8.18 3.62
H 7.67 9.03 2.07
C 6.04 8.28 7.08
C 7.21 8.76 6.35
N 8.13 9.13 5.76
H 5.25 8.04 6.38
H 6.31 7.39 7.65
H 5.70 9.06 7.76
C -5.78 -4.34 1.02
C -6.46 -5.11 -0.02
N -6.99 -5.72 -0.83
H -6.21 -4.57 1.99
H -4.72 -4.58 1.04
H -5.89 -3.28 0.82
C -0.71 4.23 -1.82
C -0.78 3.32 -0.69
N -0.81 2.55 0.17
H -1.62 4.83 -1.88
H 0.14 4.89 -1.70
H -0.60 3.67 -2.74
C 10.46 1.80 2.49
C 9.18 1.19 2.81
N 8.16 0.72 3.05
H 11.11 1.07 2.00
H 10.31 2.65 1.82
H 10.95 2.15 3.40
C 3.24 -3.45 2.86
C 2.38 -2.85 1.85
N 1.69 -2.37 1.06
H 3.67 -2.67 3.49
H 2.65 -4.13 3.49
H 4.04 -4.01 2.38
C -2.95 -4.46 6.37
C -1.80 -3.77 5.80
N -0.89 -3.22 5.36
H -3.64 -4.75 5.57
H -2.62 -5.36 6.89
H -3.47 -3.81 7.06
C 3.37 4.21 -2.64
C 2.41 4.89 -3.51
N 1.65 5.42 -4.19
H 3.93 4.94 -2.07
H 2.83 3.55 -1.95
H 4.05 3.61 -3.24
C -9.10 -3.28 3.33
C -8.14 -3.11 4.41
N -7.38 -2.98 5.26
H -9.40 -2.31 2.93
H -8.66 -3.87 2.53
H -9.99 -3.80 3.69
C 9.53 0.33 -0.92
C 8.55 0.98 -1.78
N 7.77 1.51 -2.43
H 10.08 1.09 -0.36
H 9.02 -0.33 -0.22
H 10.23 -0.24 -1.52
C -5.34 4.96 -0.84
C -4.43 5.20 -1.95
N -3.71 5.38 -2.83
H -5.40 3.90 -0.64
H -4.96 5.47 0.05
H -6.33 5.35 -1.08
C -8.87 -8.46 -2.49
C -10.08 -9.03 -1.90
N -11.03 -9.47 -1.44
H -9.05 -8.19 -3.52
H -8.56 -7.58 -1.93
H -8.07 -9.20 -2.45
C -13.95 -9.07 -3.04
C -14.98 -8.47 -3.88
N -15.79 -8.00 -4.54
H -13.48 -8.30 -2.42
H -14.40 -9.82 -2.38
H -13.19 -9.54 -3.65
C 7.48 7.33 -1.43
C 7.96 8.63 -0.99
N 8.33 9.65 -0.61
H 7.16 7.38 -2.47
H 8.28 6.60 -1.34
H 6.65 7.02 -0.80
C -15.65 -6.65 -7.72
C -15.82 -7.09 -9.10
N -15.95 -7.43 -10.19
H -16.36 -5.85 -7.50
H -15.82 -7.47 -7.03
H -14.64 -6.27 -7.57
```

Mulliken atomic charge list, values in e, 2 entries: number 1, C, carries -0.775; number 2, O, carries -0.307

Molecular formula: H24O12
Method: DFT, the ωB97M-V functional and the def2-TZVPD basis

For the HOMO energy, the calculation gives -10.395 eV. The relative energy (zero: lowest compared OMol25 entry of this formula, charge and spin) comes out at 160.7 kcal per mole. For the frontier orbital gap, the calculation gives 9.970 eV.

```
36
H24O12 (the ωB97M-V functional and the def2-TZVPD basis)
H 1.45 -0.08 0.97
H 0.11 -0.15 0.13
H -0.73 -1.36 0.96
H -1.50 -1.28 -0.30
H -2.54 -0.53 2.59
H -2.94 -1.14 3.88
H 3.75 -0.28 -0.29
H 3.01 0.68 -1.07
H -1.26 0.32 -1.96
H -1.34 0.92 -3.21
H -0.91 1.19 -0.62
H -1.81 0.48 0.36
H 2.81 -3.66 0.36
H 2.92 -2.88 1.63
H 1.27 1.98 -0.38
H 2.03 1.99 -1.57
H -0.65 3.36 3.89
H -0.50 1.79 4.01
H -4.04 1.69 -0.24
H -3.72 1.95 -1.75
H 0.07 -1.99 -1.23
H -0.34 -3.43 -0.80
H 1.97 0.48 -2.52
H 2.74 -0.77 -2.48
O 0.90 0.34 0.25
O -1.24 -1.92 0.31
O -2.56 -0.33 3.56
O 3.71 0.70 -0.50
O -0.77 0.38 -2.79
O -1.86 1.03 -0.51
O 2.32 -3.29 1.09
O 1.44 2.57 -1.12
O -1.15 2.56 4.01
O -3.81 1.29 -1.05
O 0.35 -2.77 -0.86
O 2.82 0.15 -2.75
```

Mulliken atomic charge list, values in e, 2 entries: number 1, H, carries 0.244; number 2, H, carries -0.037

Molecular formula: C5H8N2O2S2
Method: DFT, the ωB97M-V functional and the def2-TZVPD basis

For the HOMO energy (spin up / spin down), the calculation gives -8.543 / -8.544 eV. The relative energy (zero: lowest compared OMol25 entry of this formula, charge and spin) comes out at 122.2 kcal per mole. For the frontier orbital gap (spin up / spin down), the calculation gives 7.984 / 7.987 eV.

```
19
C5H8N2O2S2 (the ωB97M-V functional and the def2-TZVPD basis)
C 1.17 0.74 -0.96
C 1.39 -1.39 -0.07
C -2.10 1.37 -0.15
C 0.61 1.25 0.25
C -0.60 -0.65 0.98
N 1.56 -0.47 -1.18
N -0.01 -1.58 0.19
O -0.64 3.02 1.78
O -2.99 -0.04 2.00
S -0.66 2.60 0.37
S -2.35 -0.22 0.69
H 1.12 1.53 -1.89
H 1.82 -2.29 -0.44
H 1.86 -1.13 0.93
H -2.85 2.07 -0.38
H -1.74 1.32 -1.16
H 1.03 1.04 1.16
H -0.15 -0.67 1.93
H -0.47 -1.77 -0.77
```

Mulliken atomic charge list, values in e, 2 entries: number 1, C, carries 0.185; number 2, C, carries -0.512

Molecular formula: C22H26BiClNPY
Method: DFT, the ωB97M-V functional and the def2-TZVPD basis

For the HOMO energy, the calculation gives -1.643 eV. The relative energy (zero: lowest compared OMol25 entry of this formula, charge and spin) comes out at 0.0 kcal per mole. The charge is -1. For the frontier orbital gap, the calculation gives 3.882 eV.

```
53
C22H26BiClNPY (the ωB97M-V functional and the def2-TZVPD basis)
Y 0.23 -1.38 0.29
Cl 0.93 1.04 -0.18
C -2.03 -1.46 -0.17
H -2.51 -2.18 0.51
H -2.62 -1.48 -1.09
H -2.12 -0.45 0.31
Bi 0.37 -0.16 -2.89
C -1.24 0.84 -4.13
C 1.97 1.28 -3.59
C 0.91 -1.80 -4.10
H 2.89 1.17 -3.01
H 2.14 1.00 -4.64
H 1.62 2.32 -3.54
H -2.23 0.42 -3.92
H -1.24 1.93 -3.99
H -0.94 0.60 -5.16
H 0.17 -2.42 -4.65
H 1.96 -2.05 -4.33
N 0.22 -1.23 2.30
P 0.26 -0.26 3.54
C 1.92 0.44 3.65
C 2.97 -0.49 3.58
C 4.26 -0.09 3.92
C 4.53 1.25 4.22
C 3.50 2.20 4.07
C 2.20 1.80 3.73
C -1.28 0.67 3.59
C -2.45 -0.11 3.73
C -3.67 0.52 3.97
C -3.74 1.92 4.00
C -2.61 2.67 3.65
C -1.39 2.04 3.36
C 0.19 -0.76 5.30
C 0.15 -2.10 5.67
C 0.11 -2.42 7.04
C 0.12 -1.42 8.01
C 0.17 -0.07 7.63
C 0.20 0.26 6.27
H 2.76 -1.51 3.25
H 5.07 -0.82 3.94
H 5.54 1.56 4.50
H 3.73 3.26 4.21
H 1.42 2.55 3.53
H -2.40 -1.20 3.66
H -4.57 -0.07 4.12
H -4.69 2.42 4.21
H -2.68 3.76 3.61
H -0.54 2.60 2.96
H 0.15 -2.85 4.89
H 0.08 -3.47 7.33
H 0.09 -1.67 9.07
H 0.19 0.73 8.37
H 0.23 1.31 5.96
```

Mulliken atomic charge list, values in e, 2 entries: number 1, Y, carries 0.689; number 2, Cl, carries -0.554

Molecular formula: C6H10InO3
Method: DFT, the ωB97M-V functional and the def2-TZVPD basis

For the HOMO energy (spin up / spin down), the calculation gives -17.858 / -17.037 eV. The relative energy (zero: lowest compared OMol25 entry of this formula, charge and spin) comes out at 6.1 kcal per mole. The charge is +2. Its expectation value of S² is 0.755. As for the multiplicity: 2. For the frontier orbital gap (spin up / spin down), the calculation gives 8.618 / 3.291 eV.

```
20
C6H10InO3 (the ωB97M-V functional and the def2-TZVPD basis)
O -0.76 1.92 2.17
In -1.88 -0.83 3.23
O -2.16 0.26 1.72
C -1.66 1.35 1.43
O -1.70 1.86 0.22
C -2.33 1.10 -0.85
H -2.65 1.88 -1.55
H -3.19 0.57 -0.43
C -1.34 0.17 -1.48
C -1.51 -1.16 -1.51
H -0.46 0.63 -1.93
H -0.81 -1.80 -2.05
H -2.35 -1.64 -1.00
C -0.01 3.05 1.45
C -0.69 4.39 1.33
H 0.84 3.13 2.13
H 0.43 2.69 0.51
H -1.15 4.69 2.28
H 0.07 5.14 1.07
H -1.45 4.40 0.54
```

Mulliken atomic charge list, values in e, 2 entries: number 1, O, carries -0.353; number 2, In, carries 1.130

Molecular formula: C3H18NO6
Method: DFT, the ωB97M-V functional and the def2-TZVPD basis

For the HOMO energy, the calculation gives -13.801 eV. The relative energy (zero: lowest compared OMol25 entry of this formula, charge and spin) comes out at 13.3 kcal per mole. The charge is +1. For the frontier orbital gap, the calculation gives 11.016 eV.

```
28
C3H18NO6 (the ωB97M-V functional and the def2-TZVPD basis)
C -0.71 -0.39 1.26
C -1.11 0.84 2.03
C 0.05 1.38 2.84
O 1.12 1.53 2.32
N -1.56 -0.58 0.01
H -0.75 -1.34 1.86
H 0.39 -0.34 0.95
H -1.99 0.66 2.67
H -1.44 1.69 1.39
H -0.10 1.62 3.90
H -1.01 -1.13 -0.71
H -1.79 0.39 -0.46
H -2.45 -1.01 0.19
H 0.62 -0.66 -2.07
H -0.60 -0.03 -2.61
O -0.28 -0.86 -2.25
H 3.00 -0.68 -1.77
H 2.00 -1.45 -0.89
O 2.22 -0.60 -1.29
H 0.51 -3.05 -1.52
H 1.19 -3.61 -0.28
O 0.82 -2.79 -0.59
H -0.20 1.83 -1.18
H -1.39 2.43 -1.89
O -1.09 1.61 -1.50
H 1.84 0.96 -0.63
H 1.42 1.81 0.58
O 1.29 1.76 -0.36
```

Mulliken atomic charge list, values in e, 2 entries: number 1, C, carries -0.416; number 2, C, carries -0.414

Molecular formula: C4H7BrOS
Method: DFT, the ωB97M-V functional and the def2-TZVPD basis

For the HOMO energy (spin up / spin down), the calculation gives -8.149 / -7.281 eV. The relative energy (zero: lowest compared OMol25 entry of this formula, charge and spin) comes out at 89.0 kcal per mole. For the frontier orbital gap (spin up / spin down), the calculation gives 8.210 / 7.342 eV.

```
14
C4H7BrOS (the ωB97M-V functional and the def2-TZVPD basis)
C -0.66 -1.13 -0.63
C -0.22 -0.19 -1.62
C -0.05 -0.89 0.85
C 0.87 1.32 1.16
O -0.16 0.48 1.22
S 0.33 2.98 0.89
Br 2.56 0.71 0.23
H -1.82 -1.19 -0.40
H -0.25 -2.16 -0.76
H 0.78 -0.21 -1.88
H -0.80 0.48 -2.26
H -0.72 -1.46 1.48
H 0.99 -1.39 0.82
H -0.86 2.64 0.89
```

Mulliken atomic charge list, values in e, 2 entries: number 1, C, carries 0.154; number 2, C, carries -1.100

| no. | total energy (Ha) |
| --- | --- |
| 1 | -5496.45566 |
| 2 | -3020.98377 |
| 3 | -917.06921 |
| 4 | -1251.47397 |
| 5 | -1963.05999 |
| 6 | -649.69585 |
| 7 | -631.08392 |
| 8 | -3203.87208 |